92
Properties=species:S:1:pos:R:3 method="wB97M-V/def2-TZVPD" total_energy_ha=-9481.093022 spin_multiplicity=5 total_charge=0 e_above_lowest_kj_mol=101.3
Pt 2.134 0.819 -1.354
C -0.855 -6.131 -1.634
C -1.057 -5.449 -0.273
C -2.514 -4.974 -0.154
C -0.801 -6.483 0.826
C -0.123 -4.245 -0.160
C -0.249 -3.185 -1.040
C 0.578 -2.078 -0.942
Se 0.207 -0.640 -2.176
C -1.163 0.260 -1.157
C -2.457 -0.214 -1.264
C -3.473 0.347 -0.507
C -3.121 1.403 0.334
C -1.841 1.924 0.451
C -0.791 1.336 -0.321
O 0.439 1.767 -0.261
C -1.543 3.071 1.422
C -2.816 3.602 2.088
C -0.885 4.262 0.701
C -0.615 2.549 2.531
C -4.897 -0.196 -0.615
C -5.401 -0.035 -2.057
C -5.870 0.532 0.315
C -4.904 -1.686 -0.239
C 1.600 -1.949 0.021
O 2.401 -0.913 0.068
C 1.720 -3.042 0.937
C 0.872 -4.132 0.809
C 2.767 -3.006 2.053
C 4.173 -2.936 1.435
C 2.481 -1.804 2.968
C 2.729 -4.255 2.939
H -1.500 -7.009 -1.720
H 0.183 -6.451 -1.749
H -1.092 -5.453 -2.455
H -3.195 -5.829 -0.145
H -2.789 -4.332 -0.991
H -2.655 -4.406 0.768
H -1.506 -7.309 0.719
H -0.941 -6.048 1.817
H 0.209 -6.892 0.759
H -1.000 -3.198 -1.822
H -2.658 -1.038 -1.940
H -3.901 1.855 0.928
H -3.529 3.968 1.347
H -2.553 4.435 2.744
H -3.297 2.836 2.699
H -1.537 4.627 -0.096
H 0.069 3.976 0.268
H -0.718 5.076 1.412
H -1.129 1.792 3.129
H -0.314 3.367 3.191
H 0.282 2.103 2.106
H -5.376 1.016 -2.353
H -6.430 -0.394 -2.140
H -4.785 -0.599 -2.758
H -5.933 1.594 0.071
H -5.573 0.424 1.360
H -6.868 0.103 0.204
H -4.298 -2.272 -0.931
H -5.924 -2.078 -0.265
H -4.502 -1.828 0.766
H 1.000 -4.945 1.509
H 4.237 -2.130 0.708
H 4.394 -3.874 0.919
H 4.929 -2.781 2.210
H 2.435 -0.878 2.401
H 3.253 -1.707 3.737
H 1.517 -1.942 3.464
H 2.956 -5.162 2.374
H 1.759 -4.371 3.426
H 3.486 -4.149 3.720
Se 2.904 2.029 0.959
Te 5.032 0.930 1.352
Te 5.985 0.164 -1.102
Se 4.101 -0.131 -2.629
N 2.171 2.691 -2.623
C 2.744 3.683 -2.437
N 3.345 4.827 -2.219
C 3.389 5.414 -0.875
C 3.330 6.928 -1.013
O 4.364 7.401 -1.858
C 4.247 6.866 -3.161
C 4.358 5.347 -3.137
H 4.322 5.127 -0.379
H 2.548 5.045 -0.293
H 3.476 7.396 -0.041
H 2.352 7.222 -1.414
H 5.056 7.290 -3.753
H 3.285 7.155 -3.604
H 5.356 5.067 -2.782
H 4.200 4.933 -4.131